# 1
Here is C5H5NS in the gas phase at a distorted geometry from OMol25. Energies are from ωB97M-V with the def2-TZVPD basis set.

```
! RIJCOSX wB97M-V def2-TZVPD def2/J DEFGRID3
* xyz 0 1
C -1.532 -0.462 0.126
C 0.932 0.036 -0.524
N -3.416 -2.206 0.054
C -2.565 -1.444 0.024
S -1.463 2.409 0.474
H 1.666 -0.567 -1.153
H 1.186 0.253 0.458
C -2.146 0.966 0.410
H 0.791 1.019 -1.002
C -0.252 -0.788 -0.343
H -3.201 0.727 0.514
H -0.312 -1.826 -0.634
*
```

E_LUMO = -1.1926 eV
SMILES = C/C=C(/C#N)C=S

# 2
Here is C2H8BNO3 in the gas phase at a distorted geometry from OMol25. Energies are from ωB97M-V with the def2-TZVPD basis set.

```
! RIJCOSX wB97M-V def2-TZVPD def2/J DEFGRID3
* xyz 0 1
B -0.420 -0.198 0.030
H 2.225 -1.952 0.490
C 0.311 1.988 0.082
O 0.881 -0.554 -0.008
H -0.044 3.006 0.464
H -3.202 -1.695 -0.609
H 1.903 -1.605 -1.256
H 1.158 1.838 0.783
H 0.736 -2.629 -0.179
N -2.767 -0.835 -0.219
O -0.719 1.081 0.476
C 1.510 -1.739 -0.260
O -1.390 -1.256 -0.150
H 0.587 1.824 -0.944
H -3.019 -0.757 0.738
*
```

E_LUMO = 0.7287 eV
SMILES = COB(OC)ON

# 3
Here is CH4O2SSi in the gas phase at a distorted geometry from OMol25. Energies are from ωB97M-V with the def2-TZVPD basis set.

```
! RIJCOSX wB97M-V def2-TZVPD def2/J DEFGRID3
* xyz 0 1
H -1.652 -0.954 1.273
S 2.321 -0.214 -0.359
O 1.088 0.702 -0.491
Si -0.652 0.659 -0.339
O 2.875 -0.127 0.975
C -1.099 -0.970 0.352
H -0.730 1.133 -1.875
H -1.103 -1.964 -0.047
H -1.048 1.733 0.510
*
```

E_LUMO (alpha / beta) = -0.1066 / -1.7969 eV

# 4
Here is a molecular structure, C7H14NO2P at a distorted geometry from OMol25. Energies are from ωB97M-V with the def2-TZVPD basis set.

```
! RIJCOSX wB97M-V def2-TZVPD def2/J DEFGRID3
* xyz 0 1
C -1.498 0.575 0.629
H -3.503 0.841 0.060
C 1.205 0.962 0.021
H -1.242 1.899 2.338
H -1.525 -1.630 0.981
H -0.387 -0.530 2.004
O 2.215 -1.775 -1.341
C 3.558 -2.131 -1.529
H -2.259 0.820 -1.324
H 3.791 -2.124 -2.585
C -1.348 -0.642 1.584
O 1.994 0.801 -1.107
N -0.033 -0.742 -1.649
H -2.585 2.451 1.253
H 3.704 -3.207 -1.275
C -1.554 1.979 1.316
H 4.099 -1.661 -0.617
P 1.513 -0.494 -2.142
H -0.832 2.721 0.979
C -0.204 0.467 -0.162
H 1.659 0.494 0.825
H -2.084 -0.693 2.339
H -3.031 -0.751 -0.420
C -2.645 0.335 -0.328
H 0.992 2.036 0.152
*
```

E_LUMO (alpha / beta) = -1.1569 / -0.9531 eV

# 5
Here is a molecular structure, C32H25CrI2N2O3P from OMol25. Energies are from ωB97M-V with the def2-TZVPD basis set.

```
! RIJCOSX wB97M-V def2-TZVPD def2/J DEFGRID3
* xyz 1 2
C 1.466 4.013 0.411
H -6.325 -1.150 2.376
H 2.863 -0.509 -0.048
C -4.315 -0.421 2.332
C 2.774 3.780 0.018
H -0.372 -3.250 6.206
H -3.625 -3.050 -3.928
C -3.453 0.557 1.845
H -3.276 2.287 0.569
C -2.590 -1.752 -2.578
H 0.750 1.433 3.307
H 0.572 -3.742 -3.484
C -0.217 -2.139 -2.316
C -0.318 -3.181 -3.227
I -1.643 -5.090 -5.162
C 3.143 2.508 -0.395
C -5.661 -0.386 1.997
H 1.135 4.991 0.730
C -2.201 3.105 3.308
H 1.916 -2.081 -2.443
C 0.576 2.957 0.402
C -1.595 -1.562 5.709
N 0.931 1.727 0.015
O -1.362 -0.388 -1.104
O 1.049 -0.692 1.589
C -1.531 -3.513 -3.805
C 0.142 -1.565 1.844
N 1.200 -0.444 -1.307
H -3.941 -1.213 2.967
C -1.353 -0.690 3.482
C 2.483 0.102 -0.869
C -0.642 -2.535 5.440
H -2.678 0.132 4.959
C -1.286 2.090 3.055
H -0.449 3.082 0.723
C -5.292 1.589 0.677
C -3.945 1.546 0.993
H 0.723 -3.344 3.987
I -4.305 -0.710 -2.045
H 3.499 4.583 0.022
H 1.308 -2.466 -0.823
C 1.138 -1.851 -1.709
C -0.484 4.394 4.395
H -0.174 5.289 4.918
C -1.797 4.256 3.973
C -0.386 -1.671 3.232
P -1.678 0.546 2.171
C 2.195 1.503 -0.392
H 3.228 0.113 -1.669
C -2.673 -2.796 -3.483
C -6.152 0.623 1.183
C -1.946 -0.637 4.738
H 0.880 0.109 -2.103
H 1.453 3.471 4.502
H -2.064 -1.521 6.683
H -3.233 3.000 3.002
C -1.371 -1.404 -1.987
H 4.150 2.298 -0.726
H -2.516 5.040 4.169
H -5.668 2.367 0.027
Cr -0.191 -0.012 0.170
C 0.035 2.230 3.488
C 0.431 3.374 4.159
H -7.204 0.651 0.933
C -0.026 -2.593 4.198
O -0.522 -2.018 0.890
*
```

E_LUMO (alpha / beta) = -3.5057 / -3.2144 eV

# 6
Here is C5H10O2 in the gas phase at a distorted geometry from OMol25. Energies are from ωB97M-V with the def2-TZVPD basis set.

```
! RIJCOSX wB97M-V def2-TZVPD def2/J DEFGRID3
* xyz 0 1
H 0.623 0.130 1.998
C -0.707 -0.887 -0.605
C 0.485 -1.286 0.311
H -1.533 -1.590 -0.506
H -1.699 1.019 -0.940
H 2.112 0.027 1.058
H 0.400 -0.355 -2.127
H 1.241 -1.769 -0.312
H -0.608 2.036 0.502
O 0.317 2.349 0.726
H -1.733 0.470 0.743
H 0.167 -2.014 1.059
O -0.382 -0.905 -1.985
C 0.457 1.090 0.124
C -1.089 0.509 -0.168
H 0.930 1.184 -0.862
C 1.021 -0.010 0.983
*
```

E_LUMO = 0.9004 eV
SMILES = O[C@H]1CC[C@H](O)C1

# 7
Here is C4H6N4 in the gas phase at a distorted geometry from OMol25. Energies are from ωB97M-V with the def2-TZVPD basis set.

```
! RIJCOSX wB97M-V def2-TZVPD def2/J DEFGRID3
* xyz 0 1
C -0.068 -1.487 -0.997
H -1.078 2.549 0.568
H 2.319 -0.329 2.364
C -0.567 0.812 -0.115
N -0.487 1.728 0.747
C -1.431 0.886 -1.310
H 0.190 -1.163 -2.024
H 1.096 1.097 1.921
N 1.124 -0.686 0.809
N -2.271 1.006 -2.098
H -1.103 -1.874 -0.915
N 0.138 -0.376 -0.068
H 0.662 -2.234 -0.658
C 1.477 0.070 1.776
*
```

E_LUMO = 0.3095 eV
SMILES = [H]/N=C(\C#N)N(C)N=C

# 8
Here is 2 unconnected molecules or ions with the total composition C4H9NO at a distorted geometry from OMol25. Energies are from ωB97M-V with the def2-TZVPD basis set.

```
! RIJCOSX wB97M-V def2-TZVPD def2/J DEFGRID3
* xyz 0 1
H -1.383 -1.121 1.565
H -2.477 -0.493 0.359
C 2.821 0.600 -2.040
C 1.928 -0.288 -2.428
N -2.276 0.670 2.157
H 1.319 -0.774 -1.669
H -1.750 -0.660 3.595
H -0.801 0.212 0.767
C -1.758 -0.181 1.105
H 0.699 -1.089 -3.552
C -1.941 0.390 3.333
H 3.353 1.284 -2.684
H 3.093 0.699 -0.999
O 1.297 -0.337 -3.654
H -2.126 1.089 4.144
*
```

E_LUMO = 0.6251 eV
SMILES = C=CO.C=NC

# 9
Here is H8N2OSi3 in the gas phase at a distorted geometry from OMol25. Energies are from ωB97M-V with the def2-TZVPD basis set.

```
! RIJCOSX wB97M-V def2-TZVPD def2/J DEFGRID3
* xyz 0 1
H 2.312 1.378 -0.687
Si -0.573 1.342 0.351
N -2.210 0.422 0.362
N 0.198 -0.153 0.268
H -0.328 1.930 -0.966
O 2.766 0.546 -0.400
Si 1.746 -0.750 -0.034
Si -1.520 -1.081 -0.046
H -1.670 -1.397 -1.424
H 2.771 -1.230 0.989
H -0.447 2.295 1.432
H -1.579 -2.270 0.749
H 1.646 -1.749 -1.162
H -3.111 0.718 0.569
*
```

E_LUMO = 0.2620 eV

# 10
Here is 2 unconnected molecules or ions with the total composition C4H9N4O at a distorted geometry from OMol25. Energies are from ωB97M-V with the def2-TZVPD basis set.

```
! RIJCOSX wB97M-V def2-TZVPD def2/J DEFGRID3
* xyz 1 1
H 1.332 -1.336 -0.036
N -2.128 0.870 0.925
C -3.078 0.558 -0.082
H 0.331 1.223 1.635
N 0.189 0.357 1.030
H -0.637 0.064 -1.625
H 2.403 -0.238 1.977
H -4.114 0.915 -0.046
H 3.162 0.916 0.876
C 1.842 -0.316 -0.023
C -1.291 -0.452 -0.845
H 2.525 0.868 -1.360
C -0.948 0.324 0.453
H -2.149 1.779 1.456
O 1.920 0.064 -1.267
N 2.662 0.067 0.991
H -1.037 -1.509 -0.900
N -2.627 -0.154 -1.014
*
```

E_LUMO = -3.2311 eV

# 11
Here is C5H6O in the gas phase from OMol25. Energies are from ωB97M-V with the def2-TZVPD basis set.

```
! RIJCOSX wB97M-V def2-TZVPD def2/J DEFGRID3
* xyz 0 1
C -2.277 0.043 -0.564
H 2.456 1.047 -0.002
H -3.043 -0.415 0.060
C -1.305 0.821 0.187
H 2.836 -0.733 -0.049
C 0.794 -0.231 0.258
H -2.715 0.516 -1.439
O 0.368 -1.280 -0.180
H -1.589 -0.764 -0.856
H 2.414 0.109 1.495
C 2.245 0.058 0.416
C -0.183 0.829 0.673
*
```

E_LUMO = 0.4619 eV
SMILES = CC#CC(C)=O

# 12
Here is a molecular structure, C27H53N2O5PSSbSi3Tc at a distorted geometry from OMol25. Energies are from ωB97M-V with the def2-TZVPD basis set.

```
! RIJCOSX wB97M-V def2-TZVPD def2/J DEFGRID3
* xyz 3 2
H -4.029 0.196 2.189
C -3.537 1.588 -0.646
H 6.510 -0.139 0.713
H 2.404 -4.261 -0.840
C 1.195 1.530 -2.730
H 3.642 -0.260 9.449
C 3.289 -2.635 2.726
H 0.297 4.081 4.034
C 2.152 -0.252 5.722
H 4.235 2.868 -1.262
N 1.123 1.632 2.870
H -3.719 -2.844 2.536
C 1.593 -1.548 -3.061
C 2.145 0.410 8.050
H 1.764 2.460 -2.776
H 4.940 0.642 3.013
H 6.865 1.378 -0.116
N 0.441 2.608 0.989
H 1.180 -1.450 -4.071
H 2.015 -0.090 10.119
H -0.471 1.842 6.415
C 0.187 3.978 2.964
H 4.582 -0.596 -3.267
H 4.029 0.862 -4.090
H -3.702 3.558 0.194
C 5.028 -2.880 0.125
H -0.641 5.926 2.604
H -3.391 -2.969 0.047
C -0.114 3.572 0.237
H -3.256 1.882 -1.655
H 2.578 -0.825 4.909
H -2.809 -4.101 -1.164
H -0.231 3.369 -0.817
H 3.004 3.186 -0.021
C -4.302 2.656 0.081
H 0.475 1.600 -1.913
H 2.972 1.344 9.782
O -2.258 1.356 0.074
O -1.062 1.183 4.137
H 2.263 -2.551 3.091
C 2.702 -0.305 6.984
H 1.103 -3.447 0.045
Si 2.320 0.068 -2.538
H -0.887 5.555 0.155
H 1.985 -4.768 0.794
H 3.874 -1.790 3.097
O 0.464 -0.562 3.195
H 3.552 1.755 2.946
Tc 0.556 0.510 1.345
H -4.268 -1.023 0.918
C 1.006 1.192 7.825
Si 3.339 -2.733 0.878
C 2.737 0.341 9.423
C 2.090 -3.897 0.140
H 5.797 -2.457 0.772
H 3.573 -0.922 7.162
H 5.202 2.379 2.879
H -4.626 2.323 1.067
H -4.073 0.642 -0.702
O -1.875 -0.850 -0.958
H 5.944 0.140 -0.944
H -5.191 2.914 -0.496
H -0.941 -2.630 -0.361
C -0.338 4.986 2.163
H 4.630 0.978 -2.451
H 0.627 1.436 -3.659
C -0.483 4.782 0.792
C 4.057 2.964 -0.190
C 6.102 0.603 0.027
C -2.982 -3.044 -0.959
P -1.612 -0.042 0.357
C -1.679 -2.309 -1.099
Sb 2.610 -0.325 0.095
C -3.753 -0.802 1.852
C -3.977 -1.851 2.902
H 0.563 1.737 8.649
H 3.724 -3.546 3.148
H -5.029 -1.855 3.186
S 0.272 0.689 4.012
H 2.354 -2.330 -3.092
H 4.637 3.825 0.159
O -2.297 -0.747 1.572
H -3.715 -2.682 -1.679
H -1.261 -2.423 -2.093
H -3.384 -1.638 3.791
C 4.550 1.556 2.562
H 5.259 -3.941 -0.010
Si 4.630 1.465 0.726
C 0.567 2.834 2.308
H 5.106 -2.418 -0.861
C 0.427 1.263 6.577
H 0.793 -1.872 -2.401
C 1.011 0.530 5.532
C 4.052 0.348 -3.124
*
```

E_LUMO (alpha / beta) = -10.5422 / -10.0868 eV

no.,total energy (Eh)
1,-646.384820
2,-386.358260
3,-878.570105
4,-821.515239
5,-3550.736816
6,-346.924171
7,-374.960898
8,-287.706845
9,-1058.125448
10,-451.789102
11,-269.241292
12,-3474.576207